1.
169
Properties=species:S:1:pos:R:3 method="wB97M-V/def2-TZVPD" total_energy_ev=-115310.9698 smiles=COCCOCCOC.COCCOCCOC.COCCOCCOC.COCCOCCOC.COCCOCCOC.COCCOCCOC.COCCOCCOC.ClCCCl gap_ev=9.589 homo_energy_ev=-8.961 largest_force_ev_per_a=3.6
Cl 1.805 0.478 0.045
Cl -0.977 2.770 2.556
O 3.501 0.662 3.319
O 4.353 -0.057 -2.456
O -3.657 3.284 -0.563
O -1.298 0.680 -4.557
O 0.356 -3.491 -2.680
O 2.671 4.779 1.137
O -6.641 3.753 0.126
O -1.278 4.485 -1.622
O -2.439 -6.208 -0.497
O 1.456 -1.243 4.027
O 3.261 2.385 -3.606
O 1.602 5.293 3.912
O 4.797 3.365 -0.155
O -2.449 -0.317 -2.223
O -0.224 0.047 6.052
O -1.388 -0.695 -7.078
O -0.074 -5.595 2.779
O -2.525 -1.726 1.880
O 5.145 -2.900 -1.622
O -3.746 -4.628 1.537
O 0.348 -4.241 0.263
C -1.807 0.908 -2.208
C 3.494 -1.175 -2.230
C -5.859 2.597 0.101
C -0.357 5.100 -0.746
C 0.578 -3.698 1.560
C 1.126 -4.835 2.412
C 0.356 -1.848 4.764
C 3.869 -0.528 4.022
C 3.228 5.234 -0.089
C -2.426 -7.053 -1.597
C 3.219 1.137 -4.237
C -0.700 -4.043 -1.922
C 0.995 4.751 5.039
C -0.123 2.209 1.089
C -0.944 -1.827 -7.893
C 5.381 2.384 -0.907
C 0.743 1.008 1.419
C -0.936 1.304 -5.797
C 3.715 3.958 -0.855
C -2.599 5.045 -1.717
C 4.119 -2.084 -1.137
C 2.627 -0.906 4.830
C -1.753 1.668 -3.592
C -7.862 3.555 -0.615
C -3.469 -6.628 0.389
C -0.632 -3.519 -0.514
C 0.144 -2.165 -3.189
C 4.608 1.209 2.597
C 3.409 5.173 2.290
C -4.437 2.791 0.506
C 2.841 4.681 3.589
C 4.421 0.333 -3.827
C -0.991 1.257 6.227
C 2.063 3.148 -3.638
C -3.466 -3.864 2.676
C -3.844 -0.187 -2.530
C 0.264 -6.736 3.489
C -0.677 -0.835 5.034
C -3.552 4.687 -0.621
C -3.260 -5.949 1.719
C -3.726 -2.388 2.336
C 5.657 -3.646 -0.593
C -2.824 -0.514 1.209
C -0.367 0.221 -6.742
H -1.490 1.688 5.331
H -4.511 5.123 -0.902
H 0.027 5.188 5.139
H 2.866 3.269 -0.902
H 0.813 -1.898 -4.036
H 3.991 4.222 -1.858
H -0.444 -5.059 -1.805
H -1.735 -2.523 -7.953
H -0.674 -7.272 3.720
H 2.818 -1.773 5.507
H 0.629 -2.230 5.705
H 3.376 -1.829 -3.178
H 2.445 -0.943 -2.007
H -0.354 -2.446 -0.547
H 4.837 -4.251 -0.088
H 6.305 2.044 -0.425
H -3.357 -6.955 -2.165
H 4.687 0.679 1.647
H 2.733 3.528 3.519
H -0.256 1.974 6.609
H 2.307 0.552 -3.971
H 1.443 1.230 2.219
H -3.393 -7.744 0.477
H 1.609 -4.490 3.336
H -3.030 4.744 -2.629
H 1.670 3.353 -4.650
H -0.688 -1.412 -8.870
H -8.499 4.367 -0.353
H -2.022 -0.280 0.562
H -4.221 0.772 -2.064
H 2.554 5.845 -0.634
H -2.772 2.041 -3.953
H -8.401 2.662 -0.335
H -4.204 -1.837 3.164
H -1.048 -0.343 4.161
H 5.539 1.043 3.170
H -2.314 -8.094 -1.194
H 3.155 1.249 -5.310
H -0.943 -2.068 -3.510
H -0.333 -3.269 1.985
H 0.575 4.544 -0.884
H 3.624 4.884 4.326
H -0.107 -2.287 -7.408
H 0.880 -7.401 2.884
H -1.648 -3.517 -0.110
H 5.366 0.874 -3.864
H -2.453 -4.131 2.960
H 2.319 4.080 -3.130
H 0.186 0.094 1.694
H -5.735 2.104 -0.873
H -1.096 2.534 -3.518
H -1.558 -6.799 -2.197
H 4.645 -0.451 4.768
H 4.782 1.482 -1.045
H 5.736 2.715 -1.919
H 4.480 -1.484 -0.275
H 4.126 -1.299 3.349
H -4.085 -0.260 -3.604
H -0.806 0.670 -1.852
H -4.465 -6.410 0.029
H 6.303 -4.353 -1.113
H -0.219 6.131 -1.096
H -0.175 2.091 -5.699
H -1.614 -1.258 5.435
H -3.718 -0.584 0.572
H -4.390 -0.975 -1.996
H -3.010 0.297 1.935
H 3.472 6.231 2.311
H 6.262 -3.064 0.136
H -4.120 1.807 0.820
H -2.257 1.588 -1.469
H 4.196 5.767 0.067
H -4.204 -4.201 3.452
H 1.226 2.675 -3.130
H 0.315 -1.285 -2.492
H -0.683 5.043 0.283
H 1.920 -5.458 1.938
H -3.882 -6.462 2.433
H -2.155 -5.939 2.020
H 1.334 -2.891 1.537
H -1.780 -3.879 -2.338
H -6.375 1.945 0.839
H -0.062 -2.623 4.142
H -2.577 6.176 -1.841
H 0.885 3.633 4.955
H 2.371 -0.028 5.439
H 0.125 0.719 -7.650
H 4.380 2.253 2.433
H -0.821 2.094 0.223
H -3.183 4.964 0.386
H 0.795 -6.522 4.389
H -4.533 -2.406 1.544
H 4.439 4.756 2.315
H -1.735 0.987 7.048
H -1.767 1.834 -6.196
H 0.439 -0.212 -6.105
H 3.286 -2.697 -0.712
H 0.451 3.120 0.895
H 1.568 4.953 5.992
H -4.244 3.368 1.407
H 4.553 -0.624 -4.379
H -7.539 3.422 -1.649


2.
165
Properties=species:S:1:pos:R:3 method="wB97M-V/def2-TZVPD" total_energy_ev=-282159.5612 gap_ev=5.028 homo_energy_ev=-14.528 charge=+4 largest_force_ev_per_a=20.0
Br 4.613 0.729 1.147
Br -0.439 -0.159 2.248
Br 0.922 4.386 -0.953
O 8.022 -1.283 1.631
O 5.501 1.883 4.607
O -1.820 5.447 2.688
O 1.311 2.248 -6.181
O -0.545 0.922 -1.936
O -1.957 -5.079 4.372
O -9.459 0.160 -6.500
N -2.987 -4.809 3.656
N 8.212 -1.540 0.403
N 0.496 2.797 -3.925
N 1.429 1.138 -0.111
N 3.608 0.252 6.243
N -0.205 6.750 1.252
N -8.766 0.113 -5.724
C 10.615 -0.904 0.443
C 9.136 -2.479 -2.161
C -9.979 1.996 -4.611
C -0.465 5.045 2.944
C 0.363 6.247 2.555
C 5.728 0.595 5.003
C 2.098 -1.324 -0.498
C 8.779 0.769 -0.058
C -2.759 4.415 3.019
C -5.015 -4.571 1.628
C 9.357 -1.015 -1.824
C -7.842 -1.072 -5.399
C 7.775 -2.947 -1.706
C 3.116 -0.196 7.544
C 0.014 -0.296 -1.420
C -1.645 1.352 -1.216
C 3.042 1.644 5.893
C 0.838 3.540 -6.038
C 7.546 -2.853 -0.120
C -5.033 -5.686 2.617
C -6.592 -0.980 -6.194
C 5.108 0.361 6.343
C -3.225 -2.443 3.188
C -1.062 4.708 -4.601
C 2.486 2.127 -6.988
C -4.055 -6.781 4.772
C 1.478 -0.031 -1.054
C -8.522 1.541 -4.792
C -8.103 1.036 -3.379
C 9.300 -0.653 -0.304
C -7.788 -1.666 -3.988
C 8.339 -3.971 0.720
C -7.492 2.370 -5.508
C -2.698 -3.698 2.531
C -1.229 -3.673 2.122
C -0.294 3.470 -5.034
C -3.592 -4.031 1.282
C -5.169 -4.531 4.921
C 3.116 -0.705 5.183
C -8.800 -2.409 -6.003
C 0.351 7.343 3.618
C -7.237 0.016 -3.223
C 6.038 -2.904 0.228
C -4.274 -5.460 3.961
H -1.651 4.425 -3.706
H 9.465 1.368 -0.647
H -10.122 2.634 -5.491
H -0.092 2.383 -3.206
H 3.119 -1.309 -0.786
H 2.904 1.165 -6.718
H 1.086 3.487 -3.418
H -6.088 -5.749 2.879
H -2.893 -2.291 4.234
H 2.208 2.056 -8.030
H 3.291 2.829 -6.729
H 3.607 0.325 8.346
H 2.008 0.336 -1.966
H -0.990 2.702 -5.393
H 6.767 0.301 5.143
H 0.813 0.858 0.708
H -2.331 3.775 3.771
H -6.952 -2.365 -3.766
H -5.574 -3.724 1.996
H -4.580 -4.144 5.765
H -0.193 -0.989 -2.264
H -10.227 2.647 -3.770
H -5.900 -5.222 5.278
H -3.648 -3.042 0.758
H -7.745 2.610 -6.541
H 3.468 2.417 6.568
H -8.539 -1.592 -3.220
H 9.381 -4.121 0.443
H -7.457 3.341 -4.973
H 0.033 7.718 1.046
H -1.466 1.766 -0.192
H -6.538 -0.124 -4.004
H -0.603 -0.610 -0.597
H 1.455 -2.121 -0.854
H -5.898 -0.280 -5.700
H 0.504 3.971 -6.973
H 1.092 2.061 -4.355
H -4.949 -7.444 4.657
H 8.804 0.974 1.013
H 5.490 2.020 3.658
H -3.038 3.818 2.137
H -8.813 0.960 -2.551
H 3.275 1.875 4.884
H -5.724 -3.768 4.415
H 9.953 -3.060 -1.741
H 7.854 -4.966 0.648
H 5.517 -3.568 -0.460
H 7.646 -4.007 -1.828
H 3.180 -0.265 4.214
H -7.799 1.972 -2.864
H 8.578 -0.474 -2.403
H 0.695 7.016 4.611
H 0.098 6.205 0.429
H -6.076 -1.967 -6.304
H 11.035 -1.952 0.477
H -1.759 4.816 -5.416
H 9.242 -2.753 -3.201
H 2.432 1.372 0.209
H -3.223 -7.327 4.342
H 10.309 -0.690 -2.224
H 11.376 -0.199 0.121
H -3.121 -4.687 0.559
H 8.298 -3.770 1.776
H 5.511 -1.944 0.110
H -7.118 -0.599 -2.384
H -6.453 1.999 -5.538
H -2.109 2.200 -1.728
H -8.182 -3.322 -6.291
H -5.592 -4.803 0.730
H 5.243 1.228 7.004
H -4.938 -6.694 2.163
H 1.611 4.197 -5.617
H -3.024 -1.525 2.583
H 10.411 -0.718 1.495
H -1.293 -3.209 1.142
H 1.967 1.540 6.066
H 5.409 -0.221 4.378
H 1.069 2.001 -0.572
H 3.773 -1.612 5.214
H -0.659 7.689 3.725
H -1.225 6.651 1.357
H 2.033 -0.096 7.601
H -3.623 4.879 3.476
H -8.929 -1.782 -6.920
H 1.384 5.899 2.319
H -0.303 4.177 2.273
H 6.912 -2.417 -2.108
H 1.955 -1.319 0.606
H -0.460 5.590 -4.492
H -4.292 -2.494 3.321
H -0.293 4.706 3.999
H -0.612 -3.049 2.755
H -9.798 -2.495 -5.521
H -10.678 1.165 -4.648
H 5.392 -0.585 6.772
H 5.775 -3.340 1.188
H -6.821 -0.609 -7.213
H 3.528 -1.222 7.609
H 0.958 8.197 3.319
H 7.763 0.919 -0.386
H 2.104 -1.020 5.457
H -0.885 -4.708 2.042
H -3.888 -6.640 5.840
H -2.304 0.512 -1.232